A molecular structure, C53H54ClN7SSeTi. Source: the OMol25 dataset; level of theory: wB97M-V/def2-TZVPD.

Each line ends with the Mulliken spin population.
Cartesian coordinates (Å):
H (21.39644, -11.26986, -4.59670)  0.00
C (16.66573, -11.70659, 4.81927)  0.00
H (22.49869, -9.35368, 2.41384)  0.00
H (18.87711, -10.92597, -5.04634)  0.00
H (19.42390, -13.95121, 1.25584)  0.02
H (19.63398, -17.04944, 1.27668)  0.00
H (14.07294, -16.51407, 3.27814)  0.00
H (12.63519, -10.08735, -0.17225)  0.00
C (8.00805, -12.48345, -2.90540)  0.00
H (18.70480, -15.98430, 2.29296)  0.00
H (19.37404, -14.28419, 3.83434)  0.00
C (16.83740, -12.24581, 3.46248)  -0.02
C (15.24532, -16.27952, 0.09825)  0.00
H (20.90984, -16.54336, -0.98457)  0.00
C (20.37631, -9.67577, 1.82101)  0.00
H (23.24254, -11.23810, 0.85344)  0.00
C (17.16420, -8.89463, 2.95541)  -0.01
H (20.02865, -8.76162, 2.26438)  0.00
C (19.55580, -13.39954, -1.22193)  -0.03
C (17.86597, -8.64837, -2.13916)  -0.02
C (14.73511, -14.67184, 2.39183)  0.00
C (17.47318, -8.34501, -3.47011)  0.01
H (21.20855, -7.89044, -2.67315)  0.00
C (19.88642, -11.56170, 0.27965)  -0.04
N (18.97301, -12.30403, -0.48187)  0.03
C (14.41425, -16.02786, 2.37793)  0.00
H (17.38445, -11.79397, 6.74402)  0.00
N (16.46680, -14.38118, -0.78886)  -0.06
C (14.66907, -11.25565, 2.78195)  0.00
H (18.86512, -6.02999, -2.09169)  0.00
C (19.10653, -16.05532, 1.29427)  0.00
C (19.91642, -14.62022, -0.60803)  0.02
H (18.29695, -8.08268, -4.19692)  0.00
H (13.05883, -10.24907, -1.93603)  0.00
H (21.89526, -15.71346, 0.71832)  0.00
H (13.89566, -11.16763, 2.09496)  0.00
C (15.55970, -8.94144, -1.49621)  -0.02
C (17.55110, -12.18788, 5.75482)  0.00
C (19.26660, -8.16514, -1.84457)  0.00
C (15.74837, -14.95892, 0.19114)  0.03
H (13.99326, -9.81124, 4.17904)  0.00
N (15.87660, -12.72990, 1.22252)  0.00
H (18.26959, -16.22154, 0.62586)  0.00
H (13.71919, -8.96218, 1.54269)  0.00
N (17.80302, -13.15028, 3.20813)  0.01
C (18.68882, -13.50701, 4.18973)  0.00
C (16.16957, -8.20101, -3.73940)  -0.01
Se (16.71281, -7.71542, 4.17728)  0.00
H (20.24812, -6.33290, -1.02424)  0.00
Cl (15.96111, -12.01572, -2.38622)  0.02
C (16.07173, -16.47211, -2.11207)  -0.01
H (16.18740, -16.96240, -3.03801)  0.00
H (13.76350, -8.14679, -0.96159)  0.00
H (21.56731, -15.31090, 2.38121)  0.00
C (18.96078, -11.89799, -4.56823)  0.00
C (19.95572, -14.85215, 0.88992)  0.00
C (20.35635, -15.65840, -2.73981)  0.00
C (15.63863, -10.80794, 5.02758)  0.00
C (21.42232, -14.94067, 1.34295)  0.00
C (21.73927, -9.92825, 1.85401)  0.00
C (18.61698, -13.02739, 5.48088)  0.00
H (18.43706, -8.72287, 0.61798)  0.00
S (8.31090, -13.80997, -3.92647)  0.00
C (9.90604, -13.11104, -4.28402)  0.00
H (19.75581, -8.86643, -1.10681)  0.00
C (19.22288, -6.74901, -1.27062)  0.00
H (17.21341, -14.67941, -2.73102)  0.01
H (18.64975, -6.67530, -0.35159)  0.00
H (17.92838, -12.33141, -4.48369)  0.00
H (14.40746, -14.07662, 3.21343)  0.00
C (22.17831, -10.92197, 0.94477)  0.00
H (20.60917, -16.55641, -3.36724)  0.00
H (14.69535, -17.93302, -1.19869)  0.00
C (15.47988, -14.07612, 1.36428)  0.00
C (18.15470, -9.74576, 0.84685)  -0.05
H (21.95281, -13.97003, 1.22851)  0.00
C (20.19850, -8.07685, -3.06816)  0.00
C (19.77177, -11.90939, -3.29858)  0.00
H (19.32146, -13.27116, 6.26171)  0.00
H (13.82728, -11.26937, -0.72511)  0.00
C (15.26222, -17.05127, -1.10775)  0.01
C (15.27276, -8.36942, -2.73181)  0.00
C (20.42648, -15.69365, -1.40740)  0.00
H (15.80413, -8.00244, -4.73795)  0.00
C (15.77037, -12.05158, 2.48649)  0.04
H (21.55525, -12.49636, -0.49990)  0.00
H (20.13498, -9.00877, -3.61582)  0.00
C (21.28010, -11.73352, 0.21900)  0.00
C (19.62039, -13.33285, -2.63993)  0.00
C (10.06742, -11.98417, -3.55519)  0.00
C (21.21044, -11.54222, -3.55226)  0.00
C (19.94799, -14.47265, -3.40041)  0.00
C (16.64049, -15.17650, -1.94758)  0.02
N (17.23515, -10.22903, -0.18678)  0.08
H (15.54593, -10.19155, 5.94940)  0.00
C (14.52567, -16.77167, 1.20256)  0.00
H (21.48670, -10.67914, -2.91470)  0.00
H (14.23867, -8.03017, -2.85156)  0.00
N (8.98251, -11.68242, -2.74313)  0.00
H (6.98860, -12.36568, -2.53087)  0.00
H (14.15496, -17.81038, 1.14853)  0.00
N (17.49770, -9.79781, 2.20277)  0.03
C (14.71543, -10.57468, 3.99266)  0.00
C (13.40361, -10.26122, -0.93378)  0.00
H (15.39983, -9.37039, 1.26506)  0.01
H (14.87513, -7.76375, 1.11290)  0.00
H (20.05896, -7.26532, -3.80224)  0.00
C (14.34641, -9.02258, -0.61958)  0.01
H (10.45921, -13.49256, -5.13702)  0.00
H (19.19896, -11.25796, -2.60667)  0.01
H (19.38484, -12.56474, -5.36531)  0.00
C (16.91587, -9.25277, -1.20465)  0.01
H (19.82959, -14.43862, -4.45949)  0.00
Ti (17.03166, -12.23464, -0.40938)  0.85
C (19.46673, -10.46532, 1.08608)  0.02
H (21.94644, -12.38168, -3.40162)  0.00
C (14.56905, -8.79721, 0.86973)  0.00
H (10.88218, -11.30300, -3.61323)  0.00

Computed properties:
LUMO level (spin up / spin down)	2.0 / 2.0	eV
E_tot	-178089.4403	eV
2S+1	2
Kohn-Sham gap (spin up / spin down)	6.1 / 6.8	eV
net charge	-1
energy relative to the best compared isomer or geometry (same formula, charge and spin)	41.0	kJ/mol
M	983.41	g/mol

---

A gas-phase ion, C2H3Br2O2S (charge -1). Source: the OMol25 dataset; level of theory: wB97M-V/def2-TZVPD.

Each line ends with the Löwdin charge.
Cartesian coordinates (Å):
O (0.35889, 1.58007, 1.35014)  -0.38
H (-1.23881, -2.47791, -0.89011)  -0.11
O (-0.11004, -0.58938, 2.67352)  -0.54
C (-1.34366, -1.41254, -0.66738)  -1.03
C (-0.01594, 0.63392, 0.38051)  -0.48
H (0.75830, -0.17539, 0.28875)  0.08
Br (-2.14940, -0.78375, -2.27632)  0.36
H (-0.50957, 0.92143, -0.58866)  0.06
Br (-2.70686, -1.16494, 0.93541)  0.33
S (-0.84389, 0.42791, 1.95327)  0.71

Computed properties:
LUMO level	3.4	eV
E_tot	-157135.3090	eV
2S+1	1
Kohn-Sham gap	6.7	eV
net charge	-1
energy relative to the best compared isomer or geometry (same formula, charge and spin)	304.1	kJ/mol
M	250.92	g/mol

---

15 unconnected molecules or ions with the total composition C5H37O16. Source: the OMol25 dataset; level of theory: wB97M-V/def2-TZVPD.

Each line ends with the Löwdin charge.
Cartesian coordinates (Å):
O (0.85599, 3.89323, 3.10672)  -0.12
H (1.91315, 4.46784, -1.42247)  0.01
C (0.69460, -1.50184, -2.47507)  -0.25
H (1.67382, -3.09391, 0.59212)  0.03
H (-1.61514, -3.51562, 1.50743)  0.03
H (0.64740, 1.58862, 0.86505)  0.10
H (-4.79090, -0.94144, 0.31067)  0.02
O (2.94482, 1.51024, -2.23271)  -0.05
H (-3.30177, 0.01078, -2.24746)  0.02
H (-0.75237, 0.82349, -0.98635)  0.10
H (-2.73670, 2.23033, -0.30543)  0.00
H (-1.19063, 0.87364, -3.27864)  0.02
C (0.24441, 0.28928, -0.95740)  -0.19
O (-4.46057, -1.20530, 1.16435)  -0.06
H (0.84583, 0.91909, -1.66603)  0.10
H (0.04880, 0.82224, 3.56283)  0.04
H (2.92183, 0.82911, 0.69842)  0.12
C (2.13984, 0.09941, 0.70606)  -0.23
O (-2.74847, 2.75659, -1.12101)  -0.07
O (2.30497, -0.44680, 2.02915)  -0.15
H (-3.57310, -1.54083, 0.91993)  0.02
H (-0.38313, -2.45341, 1.26040)  0.04
O (-2.26644, 1.88165, 1.56662)  -0.06
H (3.73567, 1.63710, -2.76025)  0.06
C (0.04977, -1.12754, -1.38356)  -0.10
H (-1.45982, 2.23408, 1.98239)  0.04
H (-3.23588, -0.39441, 2.69243)  0.03
H (3.06955, -2.06668, -1.01755)  0.00
O (0.81699, 1.34201, 3.33593)  -0.08
H (-2.28270, 0.99978, 1.97582)  0.00
O (-1.50349, -2.56401, 1.38279)  -0.20
O (-2.08290, 1.08331, -3.54420)  -0.05
C (0.71287, 0.52817, 0.53867)  -0.16
H (3.11188, -3.22250, 0.18596)  0.04
H (3.37665, -2.23676, -2.42479)  0.02
O (-2.34887, -0.53422, 3.08459)  -0.08
H (2.37970, -0.67716, -0.04292)  0.08
H (-3.33156, -1.48924, -1.79497)  0.02
O (2.27099, -3.23965, -0.27165)  -0.13
H (2.04561, -1.42364, 2.11343)  0.06
H (0.75419, -3.28602, 2.44261)  0.01
H (0.60186, 2.91289, 3.04243)  -0.01
H (-0.02636, 0.04537, 1.17807)  0.09
H (-0.68344, -1.68538, -0.81375)  0.10
H (1.52111, 0.73607, 2.93458)  0.05
H (3.03212, 0.63527, -1.84657)  0.01
O (1.44705, 3.71741, -1.06346)  -0.10
H (-2.13029, 3.47124, -0.89397)  0.05
O (0.46597, -2.61092, -3.21929)  -0.01
H (-2.27935, 1.82527, -2.96221)  0.01
O (-3.89509, -0.76927, -2.07869)  -0.07
H (1.33044, -0.84024, -3.11299)  0.14
H (-0.29301, -3.10351, -2.81186)  0.12
O (3.55861, -1.56128, -1.77373)  -0.12
H (-1.95768, -1.27678, 2.59255)  0.00
O (0.91781, -2.59788, 1.81069)  -0.29
H (0.82755, 4.29614, 2.23629)  0.00
H (2.06783, 2.94658, -1.30997)  0.03

Computed properties:
LUMO level	2.5	eV
E_tot	-38547.7771	eV
2S+1	1
Kohn-Sham gap	8.4	eV
net charge	-1
energy relative to the best compared isomer or geometry (same formula, charge and spin)	66.5	kJ/mol
M	353.34	g/mol

---

Q: Which of these has the lowest E_tot?
A: C53H54ClN7SSeTi

---

Q: M of number 2 (C2H3Br2O2S)?
A: 250.92 g/mol